Record 1
Here is a cluster of 4 separate species, C12H18Cl4F6O4 in total from the Open Molecules 2025 dataset. Energies are from ωB97M-V/def2-TZVPD.

Geometry (Å):
C  1.2957  11.3587  23.4905
C  0.1159  10.4164  23.0528
O  -1.0631  11.1326  22.8524
C  -1.6133  11.3963  21.6306
O  -1.0764  11.0978  20.5781
C  -2.8684  12.3130  21.5975
F  -3.8701  11.7737  20.8367
F  -3.3116  12.5815  22.7734
F  -2.5526  13.4494  20.9646
H  1.9392  10.7796  24.1529
H  1.0179  12.2841  23.9949
H  1.7800  11.6943  22.5734
H  -0.0040  9.5832  23.7453
H  0.4832  9.9283  22.1501
C  -3.9464  18.4167  25.7054
C  -3.5291  17.0412  25.1402
O  -4.4182  16.6734  24.0769
C  -4.2313  16.7364  22.7594
O  -3.3018  17.3516  22.2823
C  -5.2650  16.0257  21.8326
F  -6.0745  15.1600  22.4702
F  -6.0150  17.0323  21.3571
F  -4.6828  15.3568  20.8808
H  -3.8884  19.1332  24.8860
H  -3.3347  18.6392  26.5797
H  -5.0018  18.4692  25.9729
H  -3.6018  16.2472  25.8834
H  -2.5208  17.1037  24.7310
Cl  0.0573  15.6780  20.7021
C  -0.7545  15.6623  22.3360
C  0.0298  14.8196  23.2375
Cl  -0.8835  14.7432  24.7695
H  -1.8023  15.4009  22.1882
H  -0.6907  16.6879  22.6995
H  1.0593  15.1507  23.3741
H  0.0722  13.7774  22.9211
Cl  3.0335  16.1422  25.2396
C  4.7431  15.9021  25.6023
C  5.5699  16.2109  24.3344
Cl  7.2562  15.9279  24.5896
H  4.8262  14.8526  25.8850
H  5.1744  16.5043  26.4020
H  5.4727  17.2868  24.1891
H  5.2438  15.7688  23.3930

Computed properties:
2S+1 = 2
Charge = +1
Electronic energy = -3208.574097 Eh
E_LUMO (spin up / spin down) = -3.12 / -10.70 eV
HOMO-LUMO gap (spin up / spin down) = 9.76 / 2.18 eV

Record 2
Here is the molecule C12H10F3NOS from the Open Molecules 2025 dataset. Energies are from ωB97M-V/def2-TZVPD.

Geometry (Å):
C  1.2039  3.0187  -0.2272
C  1.6160  2.2692  -1.4754
O  1.7100  2.9088  -2.5116
C  1.8367  0.7378  -1.4725
S  2.2604  0.1458  0.2442
C  0.7197  -0.3902  0.9193
C  0.6452  -0.6624  2.3089
C  -0.5264  -1.2153  2.8482
C  -1.6015  -1.5423  1.9814
C  -2.8353  -2.2902  2.4642
F  -2.5622  -2.8731  3.6594
F  -3.1772  -3.2811  1.6292
F  -3.8412  -1.3937  2.6079
C  -1.5225  -1.2061  0.6022
C  -0.3546  -0.6602  0.0719
N  -0.3560  -0.4914  -1.3035
C  0.5776  0.1055  -2.0189
C  0.4202  0.0216  -3.5084
H  2.0540  3.1735  0.3856
H  0.8359  4.0219  -0.5081
H  0.4134  2.4972  0.3547
H  2.6867  0.5188  -2.1583
H  1.5425  -0.4850  2.9024
H  -0.5804  -1.4265  3.9107
H  -2.3449  -1.4568  -0.1033
H  0.8955  -0.8934  -3.8654
H  -0.6482  0.0068  -3.7740
H  0.9328  0.8423  -3.9637

Computed properties:
2S+1 = 1
Charge = 0
Electronic energy = -1291.062767 Eh
E_LUMO = -0.30 eV
Energy above the lowest of the compared OMol25 structures with the same formula, charge and spin = 0.0 kcal/mol
HOMO-LUMO gap = 8.28 eV